Density functional theory data (ωB97M-V/def2-TZVPD) for a 13-piece molecular cluster, C18H62N2O13 overall in a non-equilibrium geometry.

Results
Relative energy (zero: lowest compared OMol25 entry of this formula, charge and spin), eV: 0.000
HOMO-LUMO gap, hartree: 0.34027
Highest occupied orbital energy, Ha: -0.33711
Molar mass, g/mol: 514.7

Structure (XYZ):
```
95
Properties=species:S:1:pos:R:3:lowdin_charge:R:1
C 0.161 0.677 0.347 -0.098
C -0.498 -0.462 -0.229 -0.302
O -0.252 -1.669 0.450 -0.098
H 0.083 0.754 1.448 0.077
H -0.254 1.610 -0.089 0.077
H 1.210 0.742 0.106 0.049
H -0.151 -0.430 -1.298 0.111
H -1.615 -0.347 -0.145 0.122
H 0.671 -1.926 0.348 0.036
C -3.018 3.034 3.302 -0.063
C -2.402 1.758 2.833 -0.375
O -2.922 1.253 1.670 -0.091
H -2.459 3.368 4.186 0.096
H -3.970 2.823 3.674 0.054
H -3.048 3.727 2.517 0.045
H -2.563 0.984 3.645 0.138
H -1.368 1.959 2.707 0.070
H -2.641 0.319 1.771 0.055
C -3.599 -2.704 0.955 -0.064
C -4.253 -1.534 0.173 -0.297
O -4.173 -1.936 -1.167 -0.133
H -4.149 -3.636 0.836 0.075
H -3.543 -2.570 2.014 0.055
H -2.589 -2.830 0.608 0.045
H -3.678 -0.583 0.289 0.085
H -5.304 -1.249 0.378 0.119
H -4.949 -2.548 -1.423 0.138
C 3.084 3.351 -0.490 -0.065
C 3.279 3.892 -1.932 -0.290
O 3.598 2.792 -2.759 -0.092
H 2.154 2.770 -0.436 0.051
H 2.969 4.206 0.173 0.079
H 3.943 2.815 -0.118 0.083
H 4.083 4.625 -1.955 0.109
H 2.390 4.499 -2.284 0.114
H 4.485 2.943 -3.127 0.117
C 0.296 -4.659 1.118 -0.065
C 1.777 -5.071 0.865 -0.314
O 1.744 -6.170 -0.001 -0.092
H -0.352 -5.478 1.438 0.081
H -0.080 -4.289 0.150 0.060
H 0.208 -3.913 1.882 0.044
H 2.214 -5.285 1.833 0.105
H 2.333 -4.277 0.296 0.092
H 1.492 -5.867 -0.890 0.028
C -1.340 4.480 0.259 -0.684
O -0.789 4.466 1.440 -0.047
N -2.003 3.413 -0.144 0.172
N -1.370 5.532 -0.517 0.179
H -2.092 2.789 0.645 0.061
H -2.250 2.996 -1.060 0.134
H -0.851 6.316 -0.300 0.082
H -1.664 5.487 -1.512 0.127
C 2.793 -1.650 1.269 -0.112
O 2.432 -1.897 -0.081 -0.151
H 3.859 -1.601 1.392 0.073
H 2.548 -2.595 1.844 0.093
H 2.250 -0.747 1.652 0.095
H 2.275 -1.079 -0.561 0.041
C 1.695 -4.036 -2.312 -0.173
O 1.251 -5.340 -2.567 -0.135
H 1.283 -3.512 -3.204 0.082
H 2.775 -3.873 -2.342 0.101
H 1.183 -3.483 -1.534 0.058
H 1.671 -5.751 -3.364 0.133
C -1.644 -3.176 -2.682 -0.147
O -1.152 -2.027 -3.348 -0.121
H -0.971 -4.011 -2.902 0.069
H -2.656 -3.499 -2.950 0.079
H -1.654 -2.908 -1.628 0.056
H -1.768 -1.318 -3.197 0.065
C -0.374 -1.126 3.580 -0.129
O -1.536 -1.104 2.793 -0.160
H -0.018 -0.082 3.431 0.067
H 0.362 -1.810 3.160 0.060
H -0.546 -1.395 4.622 0.088
H -1.182 -1.257 1.908 0.018
C 1.755 -0.058 -3.090 -0.125
O 2.487 0.391 -1.969 -0.138
H 1.481 -1.080 -2.831 0.065
H 2.351 0.037 -3.950 0.076
H 0.804 0.444 -3.248 0.066
H 2.891 1.232 -2.213 0.026
C 1.804 2.884 2.802 -0.165
O 0.979 2.226 3.748 -0.090
H 1.507 3.947 2.732 0.085
H 1.631 2.421 1.818 0.042
H 2.876 2.763 2.735 0.066
H 0.987 2.698 4.545 0.053
C -0.071 3.102 -2.502 -0.142
O -0.786 3.888 -3.514 -0.106
H 0.918 2.923 -2.847 0.047
H -0.499 2.161 -2.233 0.064
H 0.214 3.715 -1.656 0.057
H -0.215 4.617 -3.777 0.073
```


Density functional theory data (ωB97M-V/def2-TZVPD) for C6H19CrINO3 as an isolated structure in a non-equilibrium geometry.

Results
Expectation value of S²: 8.7564
HOMO-LUMO gap (spin up / spin down), hartree: 0.25054 / 0.25705
Highest occupied orbital energy (spin up / spin down), Ha: -0.31981 / -0.32011
Spin multiplicity: 6
Molar mass, g/mol: 332.1

Structure (XYZ):
```
31
Properties=species:S:1:pos:R:3:nbo_charge:R:1
Cr -5.045 -0.646 -1.700 0.831
I -3.344 0.360 0.405 -0.795
C 1.936 1.418 -0.621 -0.635
C 1.281 0.394 -1.532 -0.074
C 1.397 -0.986 -0.864 -0.059
O 2.772 -1.405 -0.601 -0.562
C 2.935 -2.660 0.066 -0.241
N -0.084 0.844 -1.647 -0.852
H 1.293 1.594 0.241 0.198
H 2.115 2.452 -0.918 0.208
H 2.946 1.163 -0.300 0.216
H 1.744 0.313 -2.516 0.194
H 0.852 -1.674 -1.512 0.177
H 0.829 -1.038 0.065 0.162
H 4.009 -2.827 -0.011 0.195
H 2.303 -3.343 -0.501 0.175
H 2.650 -2.550 1.112 0.167
H -0.200 1.838 -1.785 0.360
H -0.668 0.773 -0.827 0.365
C -1.935 4.059 0.885 -0.239
O -3.224 3.900 0.384 -0.745
H -1.885 5.050 1.336 0.177
H -1.734 3.299 1.640 0.160
H -1.141 3.953 0.146 0.149
H -3.457 2.973 0.298 0.480
C -0.860 -3.070 1.694 -0.236
O -1.367 -2.719 0.484 -0.744
H -0.123 -2.367 2.082 0.155
H -1.725 -3.152 2.354 0.157
H -0.462 -4.082 1.622 0.174
H -1.805 -1.865 0.522 0.482
```


Density functional theory data (ωB97M-V/def2-TZVPD) for C30H30BrIN5O2PRh as an isolated structure in a non-equilibrium geometry.

Results
Relative energy (zero: lowest compared OMol25 entry of this formula, charge and spin), eV: 1.657
HOMO-LUMO gap (spin up / spin down), hartree: 0.24325 / 0.24344
Highest occupied orbital energy (spin up / spin down), Ha: -0.36982 / -0.37003
Total charge: +1
Molar mass, g/mol: 833.3

Structure (XYZ):
```
71
Properties=species:S:1:pos:R:3:lowdin_charge:R:1
Rh 0.192 -1.010 0.798 0.143
C -0.444 4.243 1.504 0.012
C 0.910 3.591 1.542 -0.226
N 1.934 4.423 1.679 0.139
C 3.170 3.952 1.766 -0.070
C 3.454 2.609 1.875 -0.123
C 4.889 2.170 2.010 -0.192
O 5.133 1.052 1.165 -0.066
C 2.391 1.681 1.814 -0.081
C 2.685 0.320 2.168 -0.072
N 1.897 -0.688 2.100 -0.058
C 2.336 -1.986 2.349 -0.348
C 3.646 -2.421 2.113 -0.006
C 4.007 -3.737 2.336 -0.059
C 3.079 -4.656 2.804 -0.061
C 1.772 -4.251 3.047 -0.132
C 1.424 -2.941 2.813 -0.574
I -0.574 -2.274 3.162 1.060
C 1.121 2.207 1.492 -0.129
O 0.063 1.347 1.239 -0.086
H -0.344 5.222 1.965 0.093
H -1.188 3.664 2.046 0.086
H -0.789 4.389 0.478 0.090
H 3.958 4.697 1.788 0.126
H 5.112 1.920 3.056 0.135
H 5.520 3.016 1.730 0.126
H 6.082 0.915 1.099 0.104
H 3.672 0.139 2.584 0.129
H 4.359 -1.714 1.705 0.113
H 5.022 -4.054 2.139 0.114
H 3.363 -5.684 2.978 0.114
H 1.039 -4.955 3.417 0.103
Br 1.883 0.072 -1.046 0.952
C 0.923 1.602 -1.697 -0.511
C 1.374 2.115 -2.879 -0.114
C 0.590 3.036 -3.595 -0.049
C -0.677 3.312 -3.171 -0.010
C -1.169 2.789 -1.953 -0.164
C -2.517 2.984 -1.572 -0.023
C -2.993 2.463 -0.402 -0.057
C -2.106 1.866 0.505 -0.044
C -0.782 1.712 0.193 -0.276
C -0.304 2.021 -1.116 -0.138
H 2.314 1.771 -3.290 0.106
H 0.975 3.455 -4.514 0.116
H -1.334 3.932 -3.768 0.124
H -3.167 3.537 -2.239 0.123
H -4.034 2.584 -0.133 0.119
H -2.431 1.592 1.502 0.136
C -4.070 -3.528 -1.140 -0.177
N -4.224 -2.106 -0.852 -0.153
C -4.208 -1.356 -2.104 -0.174
N -3.006 -1.607 -2.896 -0.150
C -2.876 -3.042 -3.133 -0.178
N -2.854 -3.812 -1.895 -0.154
C -1.652 -3.582 -1.119 -0.296
P -1.481 -1.791 -0.597 0.907
C -3.222 -1.629 0.079 -0.309
C -1.816 -1.048 -2.282 -0.291
H -4.925 -3.853 -1.734 0.132
H -4.053 -4.085 -0.202 0.130
H -4.273 -0.288 -1.888 0.125
H -5.077 -1.653 -2.693 0.132
H -1.958 -3.229 -3.694 0.130
H -3.729 -3.370 -3.729 0.132
H -0.774 -3.861 -1.708 0.094
H -1.669 -4.208 -0.223 0.091
H -3.412 -0.583 0.313 0.072
H -3.274 -2.200 1.011 0.073
H -0.951 -1.234 -2.925 0.095
H -1.931 0.034 -2.177 0.078
```